The following is a quantum chemistry calculation of a single C25H33N3O3 molecule, from OMol25.

Computed properties:
relative energy (zero: lowest compared OMol25 entry of this formula, charge and spin) = 1.478 eV
total charge = 0
LUMO energy = 0.665 eV
multiplicity = 1
electronic energy = -37075.07490 eV
frontier orbital gap = 9.1 eV
largest force on an atom = 0.55 eV/A

Last columns: bonded neighbours and bond lengths (Å).
Atoms and positions in Å:
1 C -4.07695 3.03899 -1.80773  H2 1.088, H3 1.088, H4 1.089, C5 1.532
2 H -4.12665 2.97437 -2.89269  C1 1.088
3 H -5.03509 3.40080 -1.44192  C1 1.088
4 H -3.31777 3.77291 -1.54152  C1 1.089
5 C -3.76152 1.66703 -1.20304  C1 1.532, C6 1.530, C10 1.544, C60 1.543
6 C -4.78514 0.64087 -1.69432  C5 1.530, H7 1.088, H8 1.087, H9 1.088
7 H -4.71053 0.51982 -2.77292  C6 1.088
8 H -4.61230 -0.32757 -1.23129  C6 1.087
9 H -5.79460 0.96734 -1.45476  C6 1.088
10 C -3.83866 1.78912 0.33384  C5 1.544, N11 1.439, H58 1.096, H59 1.094
11 N -3.19863 0.70212 1.02734  C10 1.439, C12 1.345, H57 1.016
12 C -2.14836 0.90541 1.84307  N11 1.345, O13 1.216, C14 1.522
13 O -1.76292 2.00133 2.20224  C12 1.216
14 C -1.48556 -0.38941 2.29021  C12 1.522, H15 1.090, H16 1.092, C17 1.562
15 H -0.72209 -0.14425 3.02867  C14 1.090
16 H -2.23094 -1.03410 2.76026  C14 1.092
17 C -0.82985 -1.10691 1.06795  C14 1.562, N18 1.442, C22 1.519, H56 1.094
18 N 0.52366 -1.55828 1.27404  C17 1.442, C19 1.441, C29 1.447
19 C 0.58639 -2.69345 2.15994  N18 1.441, C20 1.527, H27 1.103, H28 1.091
20 C -0.02280 -3.86978 1.39947  C19 1.527, N21 1.445, H25 1.097, H26 1.094
21 N -1.33035 -3.49610 0.91194  C20 1.445, C22 1.340, H24 1.011
22 C -1.74864 -2.24726 0.66569  C17 1.519, N21 1.340, O23 1.224
23 O -2.86067 -2.03426 0.19965  C22 1.224
24 H -1.94743 -4.23622 0.60563  N21 1.011
25 H 0.62884 -4.12400 0.55433  C20 1.097
26 H -0.12320 -4.74536 2.04708  C20 1.094
27 H 0.04060 -2.53621 3.10533  C19 1.103
28 H 1.62648 -2.91837 2.40046  C19 1.091
29 C 1.50654 -0.51153 1.45114  N18 1.447, H30 1.093, H31 1.101, C32 1.543
30 H 2.45352 -0.98424 1.72280  C29 1.093
31 H 1.25253 0.19635 2.25503  C29 1.101
32 C 1.68948 0.28716 0.14387  C29 1.543, C33 1.513, C44 1.507, H55 1.094
33 C 2.88532 1.19945 0.30383  C32 1.513, C34 1.388, C38 1.390
34 C 4.15772 0.84111 -0.11899  C33 1.388, C35 1.384, H43 1.080
35 C 5.23062 1.69300 0.08035  C34 1.384, C36 1.384, H42 1.081
36 C 5.04702 2.91116 0.71036  C35 1.384, C37 1.385, H41 1.080
37 C 3.78116 3.27617 1.13686  C36 1.385, C38 1.383, H40 1.080
38 C 2.70912 2.42680 0.93306  C33 1.390, C37 1.383, H39 1.081
39 H 1.72148 2.71627 1.26307  C38 1.081
40 H 3.62864 4.22659 1.62739  C37 1.080
41 H 5.88546 3.57431 0.86574  C36 1.080
42 H 6.21484 1.40279 -0.25866  C35 1.081
43 H 4.31224 -0.10384 -0.61838  C34 1.080
44 C 1.78616 -0.61534 -1.05949  C32 1.507, C45 1.390, C49 1.390
45 C 1.18526 -0.21610 -2.24704  C44 1.390, C46 1.383, H54 1.080
46 C 1.24780 -1.01000 -3.37793  C45 1.383, C47 1.384, H53 1.081
47 C 1.91399 -2.22259 -3.33900  C46 1.384, C48 1.384, H52 1.080
48 C 2.51531 -2.63110 -2.16148  C47 1.384, C49 1.384, H51 1.081
49 C 2.45279 -1.83427 -1.03166  C44 1.390, C48 1.384, H50 1.079
50 H 2.92682 -2.17379 -0.12342  C49 1.079
51 H 3.03789 -3.57702 -2.12282  C48 1.081
52 H 1.96286 -2.84663 -4.21964  C47 1.080
53 H 0.77270 -0.68394 -4.29203  C46 1.081
54 H 0.65501 0.72394 -2.27644  C45 1.080
55 H 0.81309 0.92886 0.01027  C32 1.094
56 H -0.81243 -0.40404 0.23015  C17 1.094
57 H -3.37678 -0.24170 0.69694  N11 1.016
58 H -4.89350 1.84549 0.62712  C10 1.096
59 H -3.34080 2.70140 0.67635  C10 1.094
60 C -2.36478 1.19700 -1.66014  C5 1.543, O61 1.407, H63 1.101, H64 1.093
61 O -1.28087 1.75208 -0.95464  C60 1.407, H62 0.963
62 H -1.41902 2.70008 -0.85415  O61 0.963
63 H -2.26012 1.41089 -2.73536  C60 1.101
64 H -2.27640 0.11573 -1.52615  C60 1.093